[1]
Molecular formula: C38H30GaN2O2SSi
Method: DFT, wB97M-V/def2-TZVPD

Structure (XYZ):
```
75
C38H30GaN2O2SSi | OMol25 | wB97M-V/def2-TZVPD
Ga 0.69 0.75 -0.40
O 1.42 1.83 1.08
C 2.43 2.64 1.22
C 2.90 2.92 2.52
C 3.99 3.73 2.73
C 4.66 4.31 1.64
C 4.20 4.07 0.37
C 3.09 3.25 0.12
C 2.62 3.06 -1.23
N 1.65 2.29 -1.54
N 1.29 2.24 -2.86
C 0.19 1.55 -2.99
O -0.50 1.05 -2.02
C -0.30 1.35 -4.38
C -1.66 1.16 -4.63
C -2.10 0.93 -5.92
C -1.20 0.87 -6.97
C 0.16 1.03 -6.73
C 0.60 1.28 -5.44
H 2.37 2.46 3.35
H 4.34 3.92 3.73
H 5.53 4.93 1.81
H 4.71 4.53 -0.48
H 3.10 3.63 -2.03
H -2.35 1.19 -3.80
H -3.16 0.81 -6.12
H -1.55 0.68 -7.98
H 0.87 0.97 -7.54
H 1.66 1.41 -5.22
S 2.25 -0.84 -1.22
C 1.08 -2.13 -1.60
C 0.92 -3.19 -0.71
C -0.03 -4.17 -0.96
C -0.83 -4.11 -2.10
C -0.62 -3.09 -3.02
C 0.35 -2.12 -2.78
H 1.53 -3.22 0.18
H -0.14 -4.99 -0.26
H -1.60 -4.85 -2.27
H -1.21 -3.04 -3.93
H 0.52 -1.35 -3.52
C -4.77 -2.35 0.44
C -4.61 -1.70 1.66
C -3.43 -1.02 1.94
C -2.39 -0.98 1.01
C -2.57 -1.62 -0.21
C -3.75 -2.31 -0.50
Si -0.71 -0.16 1.37
C 0.34 -1.59 2.08
C 1.70 -1.35 2.30
C 2.55 -2.36 2.73
C 2.05 -3.64 2.95
C 0.70 -3.90 2.73
C -0.14 -2.88 2.30
C -1.03 1.01 2.83
C -0.28 0.95 4.00
C -0.50 1.84 5.05
C -1.49 2.80 4.95
C -2.25 2.88 3.79
C -2.02 2.00 2.74
H -5.68 -2.90 0.23
H -5.41 -1.73 2.40
H -3.32 -0.52 2.89
H -1.78 -1.59 -0.96
H -3.86 -2.82 -1.45
H 2.10 -0.36 2.12
H 3.60 -2.15 2.89
H 2.71 -4.44 3.28
H 0.31 -4.89 2.89
H -1.19 -3.10 2.13
H 0.50 0.20 4.10
H 0.10 1.77 5.95
H -1.68 3.49 5.77
H -3.02 3.64 3.69
H -2.62 2.07 1.84
```

Properties
Strongest force on any atom: 0.6 eV/A
Total charge: -1
E_HOMO: -4.88 eV
Molar mass: 676.55 g/mol

From a Löwdin analysis of the wavefunction, the atomic charges in e read: Ga 0.255; O -0.162; C -0.319; C -0.010; C -0.101; C -0.125; C -0.064; C -0.141; C -0.051; N -0.052; N 0.083; C -0.473; O -0.098; C -0.151; C -0.023; C -0.093; C -0.108; C -0.092; C -0.033; H 0.106; H 0.095; H 0.087; H 0.104; H 0.128; H 0.116; H 0.096; H 0.093; H 0.096; H 0.108; S 0.670; C -0.646; C -0.120; C -0.093; C -0.121; C -0.103; C -0.118; H 0.083; H 0.099; H 0.093; H 0.099; H 0.093; C -0.109; C -0.102; C -0.101; C -0.278; C -0.091; C -0.088; Si 0.762; C -0.281; C -0.136; C -0.089; C -0.109; C -0.110; C -0.105; C -0.275; C -0.095; C -0.099; C -0.110; C -0.100; C -0.110; H 0.091; H 0.093; H 0.097; H 0.085; H 0.096; H 0.087; H 0.101; H 0.093; H 0.096; H 0.101; H 0.093; H 0.095; H 0.091; H 0.094; H 0.106

---

[2]
Molecular formula: C4H9NO
Method: DFT, wB97M-V/def2-TZVPD

Structure (XYZ):
```
15
C4H9NO | OMol25 | wB97M-V/def2-TZVPD
C 0.55 0.97 0.99
C 0.76 1.91 -0.14
C 0.34 -0.50 0.55
N -0.63 -0.59 -0.45
C -1.15 -1.98 -0.64
O 0.81 -1.44 1.13
H 1.35 0.98 1.74
H -0.37 1.31 1.48
H -0.14 2.00 -0.73
H 1.57 1.58 -0.82
H 1.07 2.92 0.13
H -0.35 -0.24 -1.35
H -2.03 -1.94 -1.27
H -0.29 -2.59 -0.93
H -1.49 -2.39 0.31
```

Properties
Strongest force on any atom: 2.1 eV/A
SMILES: CCC(=O)NC
Total charge: 0
Energy above the lowest of the compared OMol25 structures with the same formula, charge and spin: 82.7 kJ/mol
E_HOMO: -9.79 eV
Molar mass: 87.12 g/mol

From a Löwdin analysis of the wavefunction, the atomic charges in e read: C -0.178; C -0.134; C -0.501; N -0.011; C -0.076; O 0.089; H 0.113; H 0.119; H 0.069; H 0.084; H 0.074; H 0.116; H 0.075; H 0.083; H 0.080

---

[3]
Molecular formula: C11H3Cl36F2NO5S2
Method: DFT, wB97M-V/def2-TZVPD

Structure (XYZ):
```
60
C11H3Cl36F2NO5S2 | OMol25 | wB97M-V/def2-TZVPD
O 1.96 2.00 -1.28
C 1.29 2.96 -1.10
C 0.46 3.48 -2.31
N -1.01 3.55 -2.10
S -1.69 2.09 -1.50
O -0.91 0.97 -1.85
O -2.98 2.01 -2.08
F -1.94 2.20 0.07
S -1.46 4.92 -1.19
O -1.01 4.83 0.15
O -0.95 6.07 -1.85
F -3.03 5.02 -1.21
H 1.26 3.41 -0.08
H 0.83 4.47 -2.65
H 0.63 2.79 -3.15
C 0.32 0.83 3.26
Cl 0.19 -0.92 3.11
Cl -1.26 1.51 3.69
Cl 1.50 1.24 4.50
Cl 0.84 1.51 1.70
C -2.65 -3.97 3.50
Cl -3.53 -4.87 2.26
Cl -2.80 -4.80 5.05
Cl -0.94 -3.87 3.05
Cl -3.32 -2.34 3.64
C 4.94 0.69 -3.75
Cl 6.44 1.07 -2.90
Cl 3.56 1.14 -2.74
Cl 4.88 1.59 -5.27
Cl 4.88 -1.05 -4.10
C 7.96 3.52 -7.17
Cl 7.06 2.62 -8.40
Cl 7.82 2.68 -5.61
Cl 9.66 3.62 -7.63
Cl 7.28 5.15 -7.02
C 4.94 1.50 1.65
Cl 3.81 1.85 0.33
Cl 4.62 2.60 3.01
Cl 4.72 -0.18 2.19
Cl 6.60 1.72 1.09
C -2.57 -6.91 8.71
Cl -3.67 -6.54 7.37
Cl -2.91 -5.82 10.06
Cl -2.83 -8.59 9.23
Cl -0.90 -6.70 8.18
C -1.99 3.07 -6.08
Cl -0.48 3.42 -5.23
Cl -3.36 3.54 -5.07
Cl -2.04 3.97 -7.60
Cl -2.08 1.33 -6.42
C -2.60 -5.58 -1.53
Cl -1.49 -6.57 -0.55
Cl -2.61 -3.93 -0.91
Cl -2.06 -5.59 -3.21
Cl -4.23 -6.26 -1.43
C -6.63 -3.29 5.83
Cl -6.33 -2.00 4.66
Cl -6.38 -4.86 5.06
Cl -5.53 -3.12 7.20
Cl -8.30 -3.18 6.41
```

Properties
Strongest force on any atom: 4.2 eV/A
SMILES: O=CCN(S(=O)(=O)F)S(=O)(=O)F.ClC(Cl)(Cl)Cl.ClC(Cl)(Cl)Cl.ClC(Cl)(Cl)Cl.ClC(Cl)(Cl)Cl.ClC(Cl)(Cl)Cl.ClC(Cl)(Cl)Cl.ClC(Cl)(Cl)Cl.ClC(Cl)(Cl)Cl.ClC(Cl)(Cl)Cl
Total charge: 0
E_HOMO: -10.83 eV
Molar mass: 1607.59 g/mol

From a Löwdin analysis of the wavefunction, the atomic charges in e read: O -0.301; C -0.273; C -0.193; N -0.267; S 0.585; O -0.185; O -0.249; F -0.146; S 0.600; O -0.223; O -0.213; F -0.100; H 0.104; H 0.140; H 0.067; C -2.005; Cl 0.502; Cl 0.536; Cl 0.529; Cl 0.565; C -2.000; Cl 0.509; Cl 0.475; Cl 0.502; Cl 0.500; C -1.989; Cl 0.508; Cl 0.637; Cl 0.491; Cl 0.532; C -2.043; Cl 0.516; Cl 0.479; Cl 0.521; Cl 0.519; C -2.003; Cl 0.586; Cl 0.511; Cl 0.528; Cl 0.519; C -2.037; Cl 0.475; Cl 0.524; Cl 0.526; Cl 0.525; C -2.019; Cl 0.593; Cl 0.554; Cl 0.535; Cl 0.543; C -2.053; Cl 0.513; Cl 0.503; Cl 0.522; Cl 0.516; C -2.035; Cl 0.499; Cl 0.508; Cl 0.514; Cl 0.527